Entry from the Open Molecules 2025 dataset: a molecular structure, C44H52F3N4O2TeY (the ωB97M-V functional and the def2-TZVPD basis).

Last column: Löwdin spin population.
Positions of all 107 atoms, in Å:
Y  -0.46984  1.75533  -0.39844  0.00
N  0.11949  2.13124  3.84928  0.00
C  -0.35086  2.40055  2.61644  0.00
O  -0.75018  1.46456  1.90075  0.00
C  -0.37194  3.82059  2.12889  0.00
C  0.23013  3.84943  0.72315  0.00
H  0.29742  1.16571  4.07501  0.00
H  0.61398  2.84700  4.35026  0.00
H  0.07429  4.46990  2.90071  0.00
H  -1.43421  4.08802  2.07596  0.00
H  1.32292  3.81208  0.79855  0.00
H  -0.04483  4.77323  0.20745  0.00
C  3.21547  1.92728  -2.37057  0.00
C  1.90178  1.81688  -1.61285  0.00
O  0.82358  2.22045  -2.26120  0.00
N  1.79397  1.34208  -0.42450  0.00
Te  3.24577  0.35673  0.99927  0.00
C  4.45934  -0.98205  2.41502  0.00
C  5.09470  -2.15681  1.99430  0.00
C  4.85676  -2.75617  0.62952  0.00
C  5.99645  -2.82583  2.82926  0.00
C  6.31623  -2.34792  4.08714  0.00
C  7.28661  -3.07205  4.98398  0.00
C  5.71697  -1.16116  4.49738  0.00
C  4.81365  -0.48008  3.68881  0.00
C  4.24127  0.81264  4.22670  0.00
C  1.63226  -1.09527  0.91577  0.00
C  1.21970  -2.88234  -1.23078  0.07
C  1.98884  -2.79265  -2.54652  0.00
C  -0.19862  -3.30990  -1.43186  0.61
C  -0.98661  -3.32916  -0.19341  0.08
C  -2.41455  -3.83052  -0.36328  0.01
C  -0.19119  -2.54414  1.71284  0.00
C  1.11964  -1.83604  1.92109  0.00
C  1.68375  -1.92276  3.30527  0.00
H  3.05574  2.38444  -3.34635  0.00
H  3.65260  0.93245  -2.49942  0.00
H  3.93619  2.51556  -1.79989  0.00
H  3.99830  -2.30659  0.13813  0.00
H  4.69138  -3.83502  0.70182  0.00
H  5.72573  -2.59867  -0.01671  0.00
H  6.45697  -3.74721  2.47817  0.00
H  7.63050  -3.99943  4.52392  0.00
H  6.83084  -3.32333  5.94480  0.00
H  8.16603  -2.45797  5.19416  0.00
H  5.95993  -0.75811  5.47860  0.00
H  4.48119  0.93017  5.28637  0.00
H  3.15897  0.86431  4.09999  0.00
H  4.63716  1.67825  3.69037  0.00
H  3.01748  -2.47195  -2.36290  0.00
H  1.52567  -2.06191  -3.21366  0.00
H  2.00884  -3.76289  -3.04751  0.00
H  -0.67678  -3.17231  -2.39796  0.04
H  -2.45341  -4.69777  -1.02642  0.00
H  -3.04713  -3.04569  -0.79277  0.00
H  -2.85452  -4.11914  0.59433  0.00
H  -0.75732  -2.52172  2.64403  0.00
H  0.91688  -2.24035  4.01397  0.00
H  2.09037  -0.96404  3.61808  0.00
H  2.51242  -2.63438  3.34850  0.00
C  1.17831  -4.45524  0.68583  0.01
C  -0.18712  -3.95540  1.01417  0.02
C  -0.92205  -1.91419  0.53431  0.05
C  -0.02130  -0.86208  -0.06147  0.01
C  1.15084  -1.43501  -0.63359  0.03
C  1.85798  -3.91342  -0.31871  0.03
H  1.64453  -5.19470  1.32983  0.00
H  -0.77478  -4.69500  1.55746  0.00
H  -1.91234  -1.52539  0.77576  0.00
H  1.76704  -0.73076  -1.18561  0.00
H  2.87647  -4.21588  -0.53465  0.00
C  -4.01593  3.06701  -4.94067  0.00
N  -2.93621  3.82912  -4.36537  0.00
C  -3.02504  5.25377  -4.57140  0.00
C  -2.43740  3.38518  -3.07451  0.00
C  -3.29502  3.50885  -1.82171  0.00
C  -4.56389  4.07973  -1.85625  0.00
C  -5.33022  4.18055  -0.69759  0.00
C  -4.80827  3.70767  0.49404  0.00
C  -3.53557  3.13356  0.50332  0.00
C  -2.72627  2.99582  -0.63475  0.00
H  -4.04597  3.22984  -6.02323  0.00
H  -5.01660  3.30063  -4.54492  0.00
H  -3.83934  2.00273  -4.76647  0.00
H  -3.08905  5.46340  -5.64398  0.00
H  -2.12042  5.72958  -4.18880  0.00
H  -3.88594  5.73999  -4.08759  0.00
H  -1.48832  3.89728  -2.89183  0.00
H  -2.16177  2.32930  -3.18897  0.00
H  -4.97332  4.45538  -2.78600  0.00
H  -6.31805  4.62680  -0.73250  0.00
H  -5.38469  3.78441  1.41182  0.00
H  -3.17365  2.76532  1.46683  0.00
F  -7.12171  -0.85462  -2.63181  0.00
C  -6.09707  -1.72455  -2.59509  0.00
F  -6.44484  -2.69685  -1.72913  0.00
F  -6.01192  -2.28950  -3.81100  0.00
C  -4.81738  -1.05983  -2.18271  0.00
C  -3.77097  -0.90975  -3.06813  0.00
C  -2.61620  -0.28976  -2.60865  0.00
N  -2.47966  0.17270  -1.37402  0.00
C  -3.50233  0.02901  -0.53191  0.00
C  -4.68800  -0.58602  -0.88614  0.00
H  -3.83375  -1.26569  -4.08575  0.00
H  -1.76174  -0.15980  -3.26522  0.00
H  -3.36744  0.43446  0.46297  0.00
H  -5.48981  -0.68418  -0.16718  0.00

E_tot ... -73013.4717 eV
Total charge ... -1
LUMO level (spin up / spin down) ... 2.080 / 2.081 eV
ΔE to the lowest compared entry with this formula, charge and spin ... 435.5 kJ/mol
2S+1 ... 2
HOMO-LUMO gap (spin up / spin down) ... 6.00 / 6.00 eV